# 1
C20H46N8O3Rb as an isolated structure, computed with ωB97M-V/def2-TZVPD.

```
78
Properties=species:S:1:pos:R:3:lowdin_charge:R:1
Rb 0.342 -0.168 0.181 0.945
N 2.781 1.522 3.083 0.009
C 4.006 0.932 2.524 -0.242
C 4.273 1.467 1.123 -0.183
N 3.278 1.056 0.129 -0.193
C 2.833 2.168 -0.716 -0.215
C 2.074 3.259 0.025 -0.261
N 0.935 2.709 0.765 -0.048
C 3.779 -0.024 -0.726 -0.216
C 4.079 -1.325 -0.001 -0.255
N 2.875 -1.922 0.585 -0.019
H 2.971 2.477 3.370 0.082
H 2.511 1.029 3.926 0.076
H 3.876 -0.150 2.492 0.091
H 4.889 1.125 3.143 0.116
H 5.281 1.165 0.809 0.126
H 4.295 2.557 1.184 0.113
H 2.171 1.753 -1.482 0.106
H 3.682 2.622 -1.253 0.133
H 1.705 3.960 -0.725 0.118
H 2.758 3.830 0.665 0.101
H 0.337 3.466 1.075 0.072
H 1.290 2.255 1.607 0.015
H 4.693 0.302 -1.250 0.131
H 3.022 -0.231 -1.489 0.100
H 4.887 -1.178 0.726 0.106
H 4.464 -2.019 -0.750 0.120
H 3.023 -2.909 0.758 0.077
H 2.665 -1.510 1.487 0.036
C -4.403 3.523 -0.468 -0.032
N -3.383 2.705 -1.102 -0.139
C -2.985 3.115 -2.438 -0.014
C -2.789 1.645 -0.521 -0.417
O -1.940 0.963 -1.077 -0.051
C -3.221 1.304 0.904 -0.121
O -2.374 0.291 1.379 -0.177
C -2.783 -0.189 2.633 -0.123
C -1.763 -1.222 3.109 -0.422
O -0.735 -1.410 2.473 -0.052
N -2.062 -1.874 4.249 -0.143
C -1.183 -2.927 4.733 -0.019
C -3.301 -1.691 4.986 -0.034
H -3.987 4.467 -0.107 0.102
H -4.875 3.006 0.362 0.081
H -5.180 3.750 -1.198 0.099
H -2.702 4.169 -2.430 0.098
H -3.811 2.979 -3.138 0.100
H -2.139 2.516 -2.758 0.082
H -4.268 0.972 0.902 0.143
H -3.153 2.193 1.544 0.141
H -3.779 -0.643 2.564 0.142
H -2.839 0.629 3.366 0.142
H -0.331 -3.012 4.068 0.084
H -1.717 -3.878 4.757 0.099
H -0.839 -2.692 5.741 0.096
H -3.697 -0.686 4.865 0.082
H -3.100 -1.834 6.047 0.097
H -4.063 -2.413 4.682 0.103
C -1.161 -2.202 -2.133 -0.170
C -1.764 -2.737 -3.458 -0.145
N -0.828 -2.517 -4.561 -0.160
C 0.416 -3.235 -4.280 -0.148
C 1.021 -2.751 -2.934 -0.156
N 0.193 -1.678 -2.371 -0.237
C 0.117 -0.583 -3.351 -0.168
C -0.542 -1.087 -4.662 -0.146
H -1.091 -2.986 -1.375 0.119
H -1.770 -1.393 -1.722 0.091
H -2.701 -2.231 -3.697 0.116
H -1.973 -3.807 -3.400 0.117
H 1.104 -3.061 -5.109 0.117
H 0.197 -4.304 -4.254 0.116
H 2.035 -2.366 -3.068 0.110
H 1.071 -3.559 -2.201 0.116
H 1.134 -0.223 -3.528 0.113
H -0.455 0.235 -2.908 0.089
H 0.110 -0.926 -5.523 0.117
H -1.481 -0.566 -4.857 0.116
```

Values from the calculation:
Energy: -1477.3725 Ha
HOMO: -9.7 eV
Charge: +1
2S+1: 1
LUMO energy: -2.098 eV

---

# 2
C21H32F6FeN5O2 as an isolated structure, computed with ωB97M-V/def2-TZVPD.

```
67
Properties=species:S:1:pos:R:3:lowdin_spin:R:1
Fe -0.124 0.247 0.617 4.208
C -1.405 1.522 2.954 0.006
C -1.903 2.493 1.884 0.005
N -1.696 1.935 0.525 0.092
C -1.334 2.916 -0.505 0.006
C 0.173 3.022 -0.593 0.009
C 0.821 4.127 -1.114 0.002
C 2.205 4.116 -1.197 0.003
C 2.901 3.015 -0.715 0.002
C 2.190 1.952 -0.190 0.008
C 2.887 0.733 0.390 0.006
N 2.034 0.034 1.372 0.082
C 2.200 0.451 2.782 0.004
C 0.826 0.386 3.434 0.010
N -0.037 1.171 2.543 0.103
N 0.847 1.951 -0.159 0.058
H -2.000 0.618 2.981 0.000
H -1.427 1.987 3.943 0.002
H -1.334 3.424 1.954 0.000
H -2.951 2.749 2.052 0.002
H -2.508 1.394 0.240 0.001
H -1.778 3.901 -0.342 0.002
H -1.717 2.559 -1.465 0.000
H 0.245 4.978 -1.452 0.000
H 2.736 4.963 -1.610 0.000
H 3.982 2.989 -0.723 0.000
H 3.839 1.035 0.834 0.002
H 3.130 0.042 -0.417 0.000
H 2.201 -0.965 1.290 0.001
H 2.589 1.472 2.807 0.000
H 2.918 -0.181 3.307 0.002
H 0.823 0.759 4.461 0.003
H 0.459 -0.644 3.451 0.001
H 0.435 2.052 2.343 0.002
O 0.650 -1.365 -0.415 0.067
C 0.281 -2.027 -1.411 0.008
C 0.850 -3.374 -1.677 0.003
C 2.079 -3.090 -2.586 0.000
C 1.884 -2.128 -3.774 0.000
C 1.662 -0.641 -3.435 0.000
C 0.215 -0.284 -3.055 0.001
N -0.409 -1.454 -2.418 0.004
H 0.129 -3.998 -2.208 0.001
H 1.146 -3.872 -0.758 0.000
H 2.412 -4.053 -2.973 0.000
H 2.891 -2.714 -1.956 0.000
H 1.088 -2.495 -4.431 0.000
H 2.794 -2.192 -4.371 0.000
H 1.972 -0.021 -4.276 0.000
H 2.325 -0.388 -2.604 0.000
H -0.391 -0.045 -3.926 0.000
H 0.171 0.583 -2.391 0.000
H -0.719 -2.128 -3.106 0.000
C -3.448 -1.337 2.347 0.008
C -2.646 -1.668 1.083 0.030
O -1.696 -0.708 0.785 0.236
C -3.628 -1.690 -0.112 0.006
F -3.052 -2.060 -1.257 0.001
F -4.660 -2.497 0.117 0.002
F -4.104 -0.441 -0.293 0.000
C -1.952 -3.023 1.301 0.003
F -2.760 -3.932 1.831 0.001
F -0.917 -2.843 2.143 -0.001
F -1.450 -3.535 0.165 0.001
H -3.960 -0.385 2.224 0.000
H -2.789 -1.295 3.211 0.000
H -4.194 -2.103 2.543 0.001
```

Values from the calculation:
Energy: -3106.1711 Ha
HOMO (spin up / spin down): -16.0 / -15.9 eV
Energy relative to the best compared isomer or geometry (same formula, charge and spin): 63.4 kJ/mol
Charge: +2
2S+1: 6
LUMO energy (spin up / spin down): -5.846 / -7.476 eV
Expectation value of S²: 8.76

---

# 3
A 8-piece molecular cluster, C19H47Br10O12P3 overall at a distorted geometry, computed with ωB97M-V/def2-TZVPD.

```
91
Properties=species:S:1:pos:R:3:lowdin_charge:R:1
Br 14.754 9.555 10.220 0.774
C 12.855 9.887 9.861 -0.644
C 12.785 10.924 8.740 -0.673
Br 10.878 11.370 8.465 0.630
H 12.460 10.378 10.794 0.044
H 12.317 8.915 9.736 0.082
H 13.223 10.591 7.813 0.048
H 13.248 11.842 9.102 0.045
Br 17.925 10.536 11.828 0.758
C 16.778 12.028 11.474 -0.720
C 15.774 11.941 12.632 -0.642
Br 14.803 13.705 12.542 0.629
H 16.337 11.840 10.507 -0.006
H 17.404 12.947 11.588 0.044
H 16.265 11.935 13.627 0.039
H 15.006 11.173 12.639 -0.003
Br 18.591 10.792 18.552 0.620
C 16.697 11.254 18.602 -0.705
C 16.219 11.253 17.183 -0.751
Br 14.412 11.849 17.183 0.721
H 16.608 12.275 19.021 0.065
H 16.237 10.499 19.246 0.055
H 16.301 10.270 16.711 0.037
H 16.779 12.000 16.638 0.029
Br 22.153 11.286 12.433 0.622
C 20.813 11.710 13.845 -0.638
C 20.334 13.043 13.350 -0.739
Br 18.948 13.708 14.555 0.629
H 21.428 11.765 14.736 0.056
H 20.064 10.936 13.899 0.020
H 19.810 12.989 12.402 0.011
H 21.112 13.799 13.344 0.053
Br 15.039 15.855 17.733 0.579
C 14.850 15.551 15.792 -0.733
C 14.200 16.655 14.999 -0.688
Br 15.446 18.095 14.551 0.597
H 14.363 14.596 15.651 -0.001
H 15.852 15.316 15.364 0.040
H 13.443 17.120 15.643 0.049
H 13.723 16.309 14.088 0.030
C 8.771 18.440 9.744 -0.057
O 9.673 17.596 8.943 -0.218
P 9.748 16.029 9.231 0.288
O 8.540 15.441 9.796 -0.215
O 10.254 15.314 7.951 -0.203
C 11.437 15.828 7.349 -0.082
O 11.043 16.026 10.093 -0.214
C 11.475 14.941 10.865 -0.112
H 9.150 19.458 9.683 0.087
H 8.720 18.163 10.806 0.093
H 7.781 18.418 9.391 0.067
H 11.238 15.565 6.314 0.097
H 12.314 15.311 7.711 0.086
H 11.516 16.904 7.490 0.088
H 12.360 14.531 10.409 0.054
H 10.674 14.181 10.980 0.100
H 11.777 15.288 11.875 0.083
C 16.944 10.684 7.269 -0.116
O 17.508 11.333 8.390 -0.263
P 18.679 12.349 8.023 0.360
O 18.456 13.203 6.873 -0.211
O 19.953 11.479 7.819 -0.186
C 20.345 10.527 8.777 -0.115
O 18.908 13.206 9.385 -0.249
C 18.704 14.604 9.368 -0.088
H 16.078 10.059 7.531 0.052
H 17.733 10.012 6.879 0.099
H 16.633 11.441 6.490 0.108
H 20.648 11.087 9.671 0.048
H 21.195 9.973 8.317 0.108
H 19.598 9.786 9.077 0.074
H 19.655 14.984 9.754 0.100
H 17.864 14.834 10.011 0.081
H 18.496 14.873 8.332 0.078
C 15.056 7.874 16.883 -0.088
O 14.859 8.580 15.682 -0.228
P 14.015 7.970 14.510 0.304
O 12.751 7.336 14.875 -0.207
O 14.914 7.093 13.613 -0.176
C 16.173 7.511 13.142 -0.114
O 13.825 9.296 13.682 -0.246
C 12.745 10.181 13.847 -0.092
H 14.169 7.308 17.146 0.094
H 15.324 8.533 17.691 0.071
H 15.853 7.159 16.788 0.092
H 16.715 6.575 13.057 0.097
H 16.677 8.180 13.859 0.085
H 16.114 8.031 12.191 0.005
H 13.056 11.026 14.489 0.067
H 11.912 9.695 14.378 0.100
H 12.443 10.421 12.861 0.055
```

Values from the calculation:
Energy: -28419.4944 Ha
HOMO: -10.2 eV
Energy relative to the best compared isomer or geometry (same formula, charge and spin): 11.5 kJ/mol
2S+1: 1
SMILES: COP(=O)(OC)OC.COP(=O)(OC)OC.COP(=O)(OC)OC.BrCCBr.BrCCBr.BrCCBr.BrCCBr.BrCCBr
LUMO energy: 0.068 eV

---

- Which value of 2S+1 does entry 1 give?
  1

---

- What is the formula in the third record?
  C19H47Br10O12P3

---

- Which formula does entry 3 have?
  C19H47Br10O12P3

---

- energy of number 2 (C21H32F6FeN5O2)?
  -3106.1711 Ha